# C51H28AuBrI4N4O2

A structure of composition C51H28AuBrI4N4O2 in a non-equilibrium geometry (wB97M-V/def2-TZVPD, the OMol25 dataset).

Values from the calculation:
* highest occupied orbital energy: -7.36 eV
* lowest unoccupied orbital energy: -2.0 eV
* gap between HOMO and LUMO: 5.4 eV
* E: -6230.25898 a.u.

Element x y z (Å)
1 Au -0.471 0.221 -0.342
2 I -6.946 5.989 -4.133
3 I -6.590 -7.093 1.285
4 I 6.543 -4.278 -5.204
5 I 4.942 5.324 5.518
6 Br 2.096 -3.589 1.361
7 O -0.145 -2.285 2.333
8 O -0.215 -0.056 2.073
9 N -2.393 0.069 -0.368
10 N 1.466 0.415 -0.422
11 N -0.622 2.128 0.046
12 N -0.348 -1.677 -0.841
13 C -4.073 -3.549 1.431
14 C 3.767 3.663 1.665
15 C 4.083 -1.834 2.291
16 C 2.348 0.102 3.249
17 C -0.100 4.238 0.678
18 C -3.119 -1.059 -0.132
19 C 4.475 4.254 2.695
20 C -5.256 -5.524 0.800
21 C 0.371 -3.638 -1.741
22 C -4.580 0.603 -0.491
23 C 1.808 3.616 3.044
24 C 3.847 4.508 3.902
25 C 3.580 0.981 0.127
26 C 2.220 1.327 0.270
27 C 0.711 -2.273 -1.472
28 C -4.729 -5.454 -0.478
29 C -3.506 -3.473 0.158
30 C 4.543 -4.129 -2.904
31 C 3.714 0.256 3.401
32 C 4.583 -0.706 2.911
33 C -1.312 -2.629 -0.645
34 C -3.860 3.309 -1.438
35 C 0.355 2.885 0.614
36 C 1.664 2.473 0.889
37 C 4.495 -2.199 -4.338
38 C -4.351 4.522 -0.959
39 C 2.315 -0.471 -1.010
40 C -5.619 4.827 -2.965
41 C -1.682 2.940 -0.259
42 C -1.324 4.281 0.084
43 C -3.260 1.090 -0.594
44 C 3.641 -0.112 -0.703
45 C -2.898 2.456 -0.739
46 C 3.535 -3.582 -2.132
47 C -5.156 3.619 -3.460
48 C -4.942 -4.574 1.758
49 C -3.857 -4.429 -0.795
50 C 2.437 3.274 1.840
51 C 2.712 -1.994 2.166
52 C 0.319 -1.155 2.335
53 C -4.294 2.865 -2.693
54 C -5.225 5.280 -1.718
55 C 1.835 -1.026 2.625
56 C 5.013 -3.439 -4.007
57 C -2.590 -2.369 -0.162
58 C -0.832 -3.876 -1.160
59 C 3.003 -2.334 -2.447
60 C 1.949 -1.679 -1.655
61 C 2.500 4.226 4.069
62 C 3.506 -1.646 -3.552
63 C -4.490 -0.731 -0.168
64 H 4.412 1.474 0.580
65 H -5.372 -4.632 2.747
66 H 4.246 3.534 0.709
67 H 3.106 -0.674 -3.807
68 H -4.096 4.854 0.036
69 H -3.806 -2.812 2.173
70 H 0.987 -4.326 -2.284
71 H -3.932 1.923 -3.076
72 H 4.859 -1.659 -5.199
73 H 3.190 -4.115 -1.258
74 H 5.514 4.514 2.551
75 H 5.651 -0.586 3.015
76 H 4.095 1.131 3.906
77 H -5.290 -1.425 -0.018
78 H -3.473 -4.349 -1.801
79 H -5.000 -6.188 -1.223
80 H -1.922 5.151 -0.093
81 H 1.665 0.852 3.619
82 H 1.997 4.472 4.994
83 H -5.458 3.274 -4.437
84 H -5.465 1.195 -0.621
85 H 4.960 -5.089 -2.639
86 H 0.485 5.061 1.044
87 H -5.593 6.222 -1.340
88 H 0.764 3.371 3.170
89 H -1.357 -4.809 -1.111
90 H 4.742 -2.594 1.901
91 H 4.510 -0.644 -1.028


# C51H32Cl4MnN4

A structure of composition C51H32Cl4MnN4 (wB97M-V/def2-TZVPD, the OMol25 dataset).

Values from the calculation:
* highest occupied orbital energy (alpha / beta): -7.06 / -7.06 eV
* ⟨S²⟩: 0.76
* lowest unoccupied orbital energy (alpha / beta): -1.2 / -1.2 eV
* 2S+1: 2
* gap between HOMO and LUMO (alpha / beta): 5.9 / 5.8 eV
* E: -5173.53232 a.u.

Element x y z (Å)
1 Mn 0.021 0.021 -0.124
2 Cl -5.737 -0.690 7.268
3 Cl -5.594 -5.376 -5.430
4 Cl 7.110 -0.335 -6.266
5 Cl 2.381 8.822 2.285
6 N 1.533 1.270 -0.626
7 N -1.763 -0.855 0.136
8 N 0.200 -0.849 -1.917
9 N -0.439 1.244 1.393
10 C -2.366 -1.726 -0.718
11 C -4.532 -4.444 -4.417
12 C 3.023 6.205 2.080
13 C -1.908 -2.093 -1.987
14 C 3.563 -0.119 -3.476
15 C -1.333 0.987 2.393
16 C 4.796 -0.579 -3.023
17 C -3.148 -0.200 3.588
18 C -3.504 -2.343 -0.074
19 C -3.366 -0.624 5.966
20 C -5.330 -0.199 4.640
21 C -3.332 -4.991 -4.000
22 C 1.133 -2.747 0.309
23 C 0.661 -1.813 2.867
24 C -0.030 -2.918 2.392
25 C 0.203 -3.391 1.108
26 C -4.040 -2.423 -3.237
27 C 5.889 -0.652 -3.874
28 C -3.563 -1.842 1.176
29 C -2.581 -0.473 4.833
30 C -2.814 -2.941 -2.820
31 C 0.145 2.438 1.702
32 C -2.280 -0.043 2.384
33 C 2.413 0.000 -2.528
34 C 3.444 0.269 -4.807
35 C -0.383 2.942 2.944
36 C 4.528 0.201 -5.670
37 C 1.833 2.490 -0.088
38 C 2.739 4.878 1.787
39 C -1.283 2.035 3.382
40 C -2.481 -4.237 -3.204
41 C -4.532 -0.053 3.516
42 C 3.396 2.138 -1.659
43 C -0.094 -2.248 -3.722
44 C 0.486 5.467 1.245
45 C 1.150 -1.735 -3.819
46 C 1.316 -0.836 -2.702
47 C 5.744 -0.257 -5.194
48 C -2.496 -0.873 1.289
49 C -4.741 -0.492 5.858
50 C 2.983 3.053 -0.759
51 C -0.671 -1.719 -2.508
52 C 2.029 7.156 1.939
53 C -4.899 -3.164 -4.035
54 C 1.151 3.080 0.975
55 C 0.755 6.797 1.530
56 C 1.475 4.489 1.353
57 C 2.403 0.000 2.609
58 C 1.597 -1.153 2.076
59 C 1.821 -1.631 0.784
60 C 2.458 1.040 -1.595
61 H -1.551 -4.673 -2.859
62 H -1.505 -0.570 4.914
63 H -6.403 -0.078 4.577
64 H 6.847 -1.011 -3.521
65 H -0.507 5.180 0.919
66 H 0.485 -1.458 3.876
67 H 4.227 2.213 -2.344
68 H -2.918 -0.841 6.927
69 H -4.990 0.205 2.569
70 H 4.434 0.508 -6.703
71 H -0.080 3.858 3.426
72 H 1.981 0.379 3.541
73 H -0.763 -3.406 3.025
74 H 3.511 4.129 1.923
75 H -4.254 -2.110 1.958
76 H 3.431 -0.315 2.804
77 H 2.492 0.639 -5.169
78 H -3.069 -6.000 -4.290
79 H -4.141 -3.092 -0.518
80 H -0.572 -2.935 -4.403
81 H -1.889 2.091 4.272
82 H -5.845 -2.752 -4.362
83 H -4.319 -1.420 -2.935
84 H 4.006 6.497 2.423
85 H 3.414 4.023 -0.568
86 H -0.014 7.552 1.434
87 H 4.901 -0.886 -1.988
88 H 2.621 -1.203 0.192
89 H 2.435 0.820 1.890
90 H 1.348 -3.119 -0.686
91 H -0.336 -4.252 0.733
92 H 1.885 -1.931 -4.584


# C51H32Cl4N6STi

A structure of composition C51H32Cl4N6STi (wB97M-V/def2-TZVPD, the OMol25 dataset).

Values from the calculation:
* highest occupied orbital energy (alpha / beta): -9.75 / -9.75 eV
* net charge: +1
* ⟨S²⟩: 0.76
* lowest unoccupied orbital energy (alpha / beta): -4.0 / -4.1 eV
* 2S+1: 2
* gap between HOMO and LUMO (alpha / beta): 5.8 / 5.6 eV
* energy above the lowest of the compared OMol25 structures with the same formula, charge and spin: 0.0 kcal/mol
* E: -5379.64188 a.u.

Element x y z (Å)
1 Ti -0.423 0.108 0.726
2 Cl 5.859 6.008 -3.312
3 Cl 6.447 -6.227 1.874
4 Cl -6.881 -6.701 1.953
5 Cl -7.240 6.531 -0.306
6 S -0.254 0.254 3.130
7 N -0.187 2.988 3.253
8 N -2.202 1.967 3.474
9 N -0.495 2.044 -0.096
10 N -0.367 -1.980 0.832
11 N 1.531 0.035 0.084
12 N -2.460 -0.036 0.462
13 C 2.231 2.361 3.102
14 C -4.600 -0.716 0.920
15 C -5.701 -5.467 1.670
16 C -4.122 -3.881 2.515
17 C 5.190 -5.075 1.580
18 C -3.806 -3.492 1.218
19 C -5.399 -5.094 0.370
20 C -3.992 4.505 0.792
21 C -6.005 5.324 -0.204
22 C 3.925 -3.737 0.053
23 C 3.985 5.398 -1.471
24 C 4.449 -4.585 2.644
25 C 1.470 4.626 2.789
26 C 0.520 2.769 -0.667
27 C 3.536 2.797 2.908
28 C -3.308 1.053 0.402
29 C 0.375 -4.117 1.219
30 C 3.691 0.750 -0.186
31 C 4.501 3.686 -3.084
32 C -4.640 0.626 0.718
33 C -3.237 -1.127 0.775
34 C -2.943 2.358 0.062
35 C -6.047 4.224 -1.046
36 C -4.452 -4.105 0.150
37 C 1.851 2.350 -0.755
38 C -5.069 -4.867 2.748
39 C 0.752 -2.748 0.976
40 C 2.844 3.268 -1.368
41 C 2.398 -0.973 0.446
42 C -4.020 3.382 -0.033
43 C -5.056 3.260 -0.955
44 C 3.165 -3.238 1.107
45 C 2.056 -2.275 0.847
46 C -0.884 1.859 3.288
47 C 4.936 -4.657 0.283
48 C 3.436 -3.670 2.401
49 C 4.704 4.958 -2.571
50 C -1.643 2.776 -0.253
51 C 2.310 1.100 -0.317
52 C -0.005 4.000 -1.186
53 C -1.443 -2.815 0.984
54 C -1.332 4.015 -0.912
55 C -2.782 -2.433 0.972
56 C 3.577 2.851 -2.481
57 C 3.060 4.554 -0.880
58 C -4.980 5.474 0.717
59 C 1.196 3.283 3.033
60 C -0.976 -4.158 1.217
61 C 2.776 5.049 2.620
62 C 3.817 4.132 2.672
63 C 3.747 -0.517 0.296
64 H -3.175 4.625 1.494
65 H 2.849 -3.287 3.227
66 H -5.420 -1.371 1.164
67 H 4.838 4.460 2.534
68 H 2.040 1.323 3.312
69 H 2.979 6.097 2.445
70 H -5.078 2.406 -1.621
71 H -5.317 -5.172 3.755
72 H -3.620 -3.412 3.353
73 H 4.339 2.074 2.958
74 H 1.062 -4.937 1.349
75 H -4.959 6.342 1.361
76 H -6.845 4.130 -1.769
77 H 4.154 6.393 -1.082
78 H -5.503 1.267 0.775
79 H 3.714 -3.410 -0.958
80 H -5.901 -5.575 -0.458
81 H 2.504 4.891 -0.015
82 H 0.659 5.345 2.740
83 H 5.059 3.359 -3.951
84 H -1.612 -5.017 1.355
85 H 4.518 1.404 -0.406
86 H 4.663 -4.921 3.649
87 H 0.557 4.738 -1.732
88 H 4.624 -1.097 0.529
89 H -2.755 1.126 3.467
90 H -4.211 -3.810 -0.863
91 H -2.050 4.771 -1.186
92 H 3.409 1.862 -2.889
93 H -0.735 3.831 3.363
94 H 5.521 -5.053 -0.535
95 H -2.678 2.852 3.541


# C51H32F5HfN2O4P2S2

A structure of composition C51H32F5HfN2O4P2S2 (wB97M-V/def2-TZVPD, the OMol25 dataset).

Values from the calculation:
* highest occupied orbital energy: -5.03 eV
* net charge: -1
* lowest unoccupied orbital energy: 2.0 eV
* gap between HOMO and LUMO: 7.0 eV
* energy above the lowest of the compared OMol25 structures with the same formula, charge and spin: 0.0 kcal/mol
* E: -4399.93984 a.u.

Element x y z (Å)
1 Hf -0.250 0.095 0.125
2 S 2.754 0.333 -2.044
3 S -2.384 0.513 -1.506
4 P -1.147 1.939 -2.227
5 P 1.811 2.068 -1.751
6 F -4.496 -3.963 0.780
7 F -2.125 -2.390 4.532
8 F -0.631 -0.805 2.914
9 F -4.063 -3.977 3.454
10 F -3.057 -2.387 -0.827
11 O 1.129 -1.310 0.658
12 O 1.797 -3.326 1.316
13 O -1.650 3.098 2.707
14 O -1.341 1.360 1.346
15 N 1.244 1.323 1.816
16 N -0.006 -2.409 -1.533
17 C -0.483 -2.956 -2.701
18 C 3.169 2.037 3.122
19 C -1.463 -4.012 -5.105
20 C 2.595 1.243 2.104
21 C 2.581 3.439 -5.550
22 C -0.698 2.158 -6.323
23 C -0.953 2.250 2.187
24 C 4.773 0.302 1.670
25 C 1.434 4.414 -3.230
26 C -3.260 3.668 -2.975
27 C -1.695 4.506 -1.365
28 C -0.759 1.606 -3.977
29 C 0.845 -3.119 -0.842
30 C -0.496 -4.690 -4.422
31 C -1.611 -1.568 2.351
32 C 1.930 3.113 -3.256
33 C -1.039 2.484 -5.021
34 C 1.299 -2.584 0.496
35 C -3.565 5.856 -2.028
36 C 0.959 -4.890 -2.429
37 C 2.512 2.636 -4.421
38 C -2.423 5.684 -1.263
39 C -0.073 0.950 -6.598
40 C -3.548 -3.164 1.299
41 C -2.781 -2.330 0.493
42 C 2.767 3.122 -0.604
43 C 0.204 1.905 -1.216
44 C 4.894 3.928 0.189
45 C 1.355 -4.379 -1.236
46 C 5.342 1.086 2.690
47 C 3.441 0.372 1.378
48 C -2.093 3.499 -2.233
49 C 1.020 2.993 3.545
50 C -0.105 0.412 -4.259
51 C -3.330 -3.179 2.665
52 C 1.499 5.216 -4.354
53 C -3.985 4.842 -2.881
54 C 0.004 -4.184 -3.199
55 C -2.344 -2.371 3.210
56 C 2.341 2.921 3.848
57 C 2.861 4.900 1.015
58 C 2.127 4.035 0.219
59 C -1.973 -2.803 -4.590
60 C 2.075 4.728 -5.522
61 C 0.524 2.166 2.516
62 C -1.792 -1.500 0.984
63 C 0.230 0.081 -5.560
64 C 4.160 3.068 -0.610
65 C 4.244 4.852 0.999
66 C 4.554 1.942 3.400
67 C -1.499 -2.284 -3.420
68 H 2.127 5.352 -6.404
69 H -1.888 -1.366 -3.010
70 H 6.401 1.012 2.902
71 H 3.022 -0.210 0.584
72 H 0.988 4.809 -2.326
73 H -0.821 4.340 -0.751
74 H 4.819 5.521 1.626
75 H -4.889 4.965 -3.463
76 H 1.101 6.222 -4.320
77 H 2.046 -4.881 -0.576
78 H -1.505 3.439 -4.818
79 H 0.733 -0.857 -5.756
80 H -2.104 6.454 -0.573
81 H -1.849 -4.406 -6.037
82 H -4.138 6.771 -1.951
83 H 1.046 4.047 0.251
84 H 2.782 3.532 4.626
85 H 5.974 3.873 0.184
86 H -2.751 -2.275 -5.126
87 H 5.397 -0.368 1.093
88 H -0.104 -5.627 -4.795
89 H -3.611 2.873 -3.621
90 H 0.180 -0.253 -3.452
91 H -0.910 2.857 -7.121
92 H 3.028 3.051 -6.456
93 H 1.341 -5.836 -2.794
94 H 4.964 2.568 4.181
95 H 0.320 3.646 4.043
96 H 4.655 2.333 -1.229
97 H 0.190 0.695 -7.616
98 H 2.350 5.602 1.661
99 H 2.897 1.624 -4.433


# C51H32F9IrN5P

A structure of composition C51H32F9IrN5P in a non-equilibrium geometry (wB97M-V/def2-TZVPD, the OMol25 dataset).

Values from the calculation:
* highest occupied orbital energy (alpha / beta): -11.33 / -13.05 eV
* net charge: +2
* ⟨S²⟩: 6.08
* lowest unoccupied orbital energy (alpha / beta): -6.1 / -7.7 eV
* 2S+1: 5
* gap between HOMO and LUMO (alpha / beta): 5.2 / 5.3 eV
* energy above the lowest of the compared OMol25 structures with the same formula, charge and spin: 23.8 kcal/mol
* E: -3580.47991 a.u.

Element x y z (Å)
1 Ir -0.111 1.579 0.764
2 P 0.186 -1.280 0.323
3 F -5.631 -0.146 2.953
4 F -6.446 -0.479 0.993
5 F 2.472 -2.551 -5.977
6 F -6.223 -2.133 2.363
7 F 1.562 -7.684 1.934
8 F 1.146 -0.861 -6.212
9 F 1.789 -6.677 3.821
10 F 3.168 -0.556 -5.541
11 F 3.481 -6.870 2.503
12 N 1.915 1.521 0.745
13 N 0.262 0.850 2.652
14 N -2.205 1.854 0.729
15 N -0.457 1.708 -1.308
16 N 0.651 3.734 0.068
17 C 2.621 2.389 -0.036
18 C 3.708 0.068 1.774
19 C 1.961 -1.124 -1.685
20 C 0.862 -2.814 1.064
21 C 1.782 -5.328 1.916
22 C -4.405 2.320 1.558
23 C -1.277 1.833 -3.971
24 C -5.649 -1.019 1.922
25 C 1.611 -1.084 3.249
26 C -4.019 2.419 -0.798
27 C -4.245 -1.239 1.418
28 C -0.174 -0.364 4.658
29 C -3.069 1.962 1.726
30 C -3.282 -1.654 2.332
31 C 0.034 1.571 -3.639
32 C 3.855 4.386 -1.610
33 C 0.475 -5.183 1.412
34 C -1.600 -1.461 0.615
35 C -3.570 2.399 -3.182
36 C -0.454 0.640 3.753
37 C 2.663 -4.299 1.912
38 C 1.771 5.742 -1.475
39 C -2.576 -1.054 -0.292
40 C 0.825 -1.297 4.359
41 C 0.477 5.837 -1.027
42 C 1.913 3.593 -0.374
43 C 2.119 -1.384 -5.443
44 C -4.430 2.595 -2.153
45 C -3.899 -0.965 0.103
46 C -1.755 1.943 -1.610
47 C 1.640 -1.506 -4.014
48 C 0.644 -1.517 -1.430
49 C 4.513 3.217 -1.304
50 C -1.971 -1.768 1.928
51 C -2.208 2.055 -2.944
52 C 2.379 0.572 1.584
53 C 2.538 4.599 -1.157
54 C -2.672 2.084 -0.529
55 C -0.147 -1.977 -2.475
56 C 0.406 1.552 -2.299
57 C 2.468 -1.124 -2.967
58 C -4.893 2.552 0.293
59 C 2.165 -6.656 2.529
60 C 1.387 0.078 2.481
61 C 2.284 -2.907 1.538
62 C 3.908 2.220 -0.544
63 C 3.883 -1.133 2.355
64 C 2.716 -1.971 2.781
65 C 0.067 -3.934 0.964
66 C 0.351 -1.961 -3.766
67 C -0.044 4.808 -0.235
68 H -5.453 2.880 -2.339
69 H -1.219 -2.094 2.631
70 H 1.442 1.418 -2.028
71 H 2.942 -2.576 0.722
72 H 4.872 -1.546 2.474
73 H -3.566 -1.858 3.352
74 H -0.741 -0.438 5.570
75 H -0.263 -2.288 -4.590
76 H -1.587 1.891 -5.002
77 H 4.319 5.134 -2.230
78 H -4.660 -0.662 -0.600
79 H -1.274 1.316 3.938
80 H -5.925 2.825 0.140
81 H -1.052 4.870 0.148
82 H -0.141 6.692 -1.260
83 H -0.925 -3.850 0.548
84 H 3.484 -0.815 -3.162
85 H 0.774 1.405 -4.404
86 H 0.990 -2.147 5.003
87 H 3.683 -4.460 2.234
88 H -1.142 -2.352 -2.298
89 H 2.585 -0.803 -0.861
90 H 4.555 0.667 1.487
91 H 2.210 6.531 -2.068
92 H 3.006 -2.642 3.591
93 H -2.703 1.745 2.717
94 H -3.895 2.517 -4.204
95 H -5.041 2.398 2.424
96 H 4.454 1.308 -0.378
97 H -2.309 -0.799 -1.306
98 H -0.179 -6.035 1.349
99 H 5.510 3.050 -1.674